{
  "formula": "C21H63F3NO15Y",
  "method": "ωB97M-V with the def2-TZVPD basis set",
  "largest_force_ev_per_a": 5.5,
  "total_charge": 0,
  "homo_ev": -8.276,
  "lumo_energy_ev": -1.8,
  "gap_ha": 0.2362,
  "elements": ["Y", "C", "C", "O", "H", "H", "H", "H", "H", "O", "H", "C", "O", "O", "C", "F", "F", "F", "C", "C", "H", "H", "H", "H", "H", "H", "O", "H", "H", "O", "H", "H", "O", "H", "H", "O", "H", "H", "O", "H", "H", "O", "H", "H", "O", "H", "H", "O", "H", "H", "C", "C", "C", "C", "C", "C", "N", "O", "C", "C", "C", "H", "H", "H", "H", "H", "H", "H", "H", "H", "H", "H", "H", "H", "H", "H", "H", "H", "H", "H", "C", "C", "C", "O", "H", "H", "H", "H", "H", "H", "H", "H", "C", "C", "C", "O", "H", "H", "H", "H", "H", "H", "H", "H"],
  "coordinates": [[4.8232, 0.0491, -2.5919], [1.7190, 3.1291, -4.6145], [2.3237, 2.4955, -3.3213], [3.4411, 1.6637, -3.6450], [0.6368, 3.1113, -4.4856], [1.8191, 2.5056, -5.5030], [2.0283, 4.1717, -4.6872], [1.5432, 2.1371, -2.6502], [2.6753, 3.3305, -2.7153], [4.1961, -1.9936, -3.3909], [3.9769, -2.5541, -2.6213], [2.2749, -1.0280, -0.3940], [1.7450, -0.7321, -1.7002], [3.6399, -0.7344, -0.5573], [1.5718, -0.5446, 0.9051], [2.3197, -0.9952, 2.0001], [1.6912, 0.7934, 0.9762], [0.3088, -1.0645, 1.0703], [0.3820, -1.1470, -1.9088], [-0.1005, -0.5049, -3.2896], [-1.1655, -0.6454, -3.4743], [0.0472, 0.5654, -3.1458], [0.4688, -0.8673, -4.1456], [-0.3418, -0.7920, -1.1752], [0.2247, -2.2209, -1.8076], [2.0772, -2.0865, -0.2254], [1.7794, -4.0458, -4.1726], [1.7516, -3.0910, -4.2341], [0.8826, -4.2983, -3.9531], [2.9202, -1.3346, -5.6998], [2.5995, -0.4464, -5.5433], [2.2016, -1.7723, -6.1560], [2.5930, -2.0498, 5.5603], [2.5884, -1.8466, 4.6249], [2.2333, -2.9352, 5.6152], [-4.2449, -0.9220, -4.2438], [-5.0280, -0.7134, -3.7345], [-3.7197, -0.1222, -4.2149], [3.5166, -4.7553, -0.4817], [3.8628, -4.0158, 0.0178], [3.3915, -4.4102, -1.3657], [-0.9683, -4.0066, -3.4408], [-1.2673, -3.6467, -2.6057], [-1.3794, -3.4506, -4.1027], [4.6465, -2.8437, 1.2125], [5.0492, -2.3627, 1.9355], [4.4466, -2.1728, 0.5598], [4.6895, 1.8629, -0.8030], [4.3612, 2.7594, -0.7347], [4.3335, 1.4177, -0.0339], [-1.8091, 1.0213, 2.3709], [-3.0664, 0.7692, 1.5064], [-4.2178, 0.3183, 2.4047], [-4.5429, 1.3400, 3.4588], [-4.9327, 2.7219, 2.8449], [-4.0675, 3.1497, 1.5793], [-3.5662, 2.0018, 0.8494], [-2.7939, 2.3277, -0.1734], [-5.0281, 3.8287, 0.5082], [-3.0194, 4.1827, 2.0429], [-2.8137, -0.4180, 0.5279], [-1.0049, 1.4035, 1.7421], [-1.4393, 0.1110, 2.8427], [-1.9259, 1.6399, 3.2608], [-5.0736, 0.0275, 1.7955], [-3.9299, -0.5878, 2.9378], [-3.7411, 1.5075, 4.1780], [-5.3496, 0.9207, 4.0602], [-5.0100, 3.4279, 3.6718], [-5.9562, 2.6488, 2.4773], [-4.4921, 4.3772, -0.2664], [-5.7968, 3.2164, 0.0369], [-5.6741, 4.5707, 0.9775], [-2.0498, 3.7602, 2.3065], [-2.8221, 4.9346, 1.2788], [-3.3487, 4.7725, 2.8983], [-1.9782, -0.0535, -0.0697], [-3.5426, -0.5459, -0.2724], [-2.4584, -1.2658, 1.1136], [-1.9815, 2.3166, 0.3380], [1.3273, 2.8471, 3.3175], [1.6737, 4.1089, 2.5748], [2.9451, 4.7777, 3.2072], [1.8325, 3.6892, 1.2390], [2.0933, 2.0952, 3.1279], [0.3719, 2.6053, 2.8517], [1.2461, 3.0876, 4.3775], [0.8511, 4.8234, 2.6049], [2.6809, 5.0343, 4.2331], [3.1723, 5.6782, 2.6365], [3.9153, 4.2946, 3.0909], [1.8260, 2.7292, 1.2321], [-0.6653, -4.6559, 1.5792], [-0.1676, -5.6959, 0.5746], [-0.2726, -5.0435, -0.7964], [1.2397, -5.9824, 0.7224], [-0.1573, -4.9163, 2.5077], [-1.7537, -4.7152, 1.5771], [-0.2101, -3.6752, 1.4413], [-0.8865, -6.5147, 0.6014], [-0.0821, -5.7415, -1.6116], [0.3581, -4.1610, -0.9038], [-1.3001, -4.6825, -0.8427], [1.8294, -5.2515, 0.5233]],
  "forces_ev_per_a": [[-5.463, -0.811, -0.460], [-0.882, -0.679, 1.261], [1.284, 0.742, -0.979], [0.832, -1.916, 1.541], [-0.265, 0.429, 0.117], [0.781, 0.244, -0.007], [0.147, -0.259, -0.605], [-0.039, -1.211, -0.294], [0.394, 0.425, 0.068], [1.438, 2.320, 1.797], [0.080, 0.290, -0.605], [1.542, -1.462, -2.142], [-1.647, 0.311, 1.569], [-0.560, 0.507, 0.658], [1.819, -0.214, 0.445], [-1.179, 0.268, -1.351], [-1.432, 0.115, 0.290], [1.720, 1.474, -0.200], [-1.053, 0.877, -1.510], [0.696, -0.583, 1.580], [-0.010, -0.310, 0.181], [0.132, 0.012, -0.323], [0.081, 0.050, 0.113], [0.422, 0.658, 0.322], [0.700, -0.312, -0.576], [0.451, -0.865, -0.273], [0.441, -0.250, -0.092], [0.345, 0.384, 0.046], [-0.450, -0.064, 0.197], [-0.020, -0.007, -0.187], [-0.052, 0.423, 0.157], [-0.116, -0.212, -0.274], [0.083, 0.183, 0.192], [-0.015, 0.065, -0.292], [-0.079, -0.243, 0.038], [0.150, -0.256, -0.085], [-0.230, 0.020, 0.131], [0.130, 0.247, -0.017], [-0.353, -0.097, -0.070], [0.407, 0.077, 0.530], [-0.174, -0.162, -0.485], [-0.058, -0.088, -0.244], [-0.068, -0.042, 0.282], [-0.182, 0.141, -0.300], [0.235, -0.407, 0.217], [0.040, -0.046, 0.238], [-0.281, 0.911, -0.492], [0.657, -0.379, -0.311], [-0.107, 0.441, -0.370], [-0.334, -0.631, 0.367], [0.198, -0.485, -0.023], [-1.525, -0.330, 1.128], [0.679, -0.257, 0.589], [-0.742, 1.004, -0.095], [-0.344, -1.514, -0.753], [-1.524, 0.925, 0.280], [-3.164, -3.191, 2.379], [2.447, 0.988, -1.677], [-0.220, 0.875, 0.981], [0.400, 0.518, -0.393], [1.358, 2.321, -0.436], [0.247, 0.094, 0.107], [0.062, -0.418, -0.478], [-0.346, 0.537, -0.497], [-0.135, 0.355, -0.072], [0.227, -0.256, -0.091], [0.268, -0.266, -0.168], [-0.305, 0.357, 0.080], [0.532, 0.473, -0.408], [-0.138, -0.226, -0.056], [0.240, -0.295, 0.008], [0.573, -0.818, 0.073], [0.268, 0.417, 0.471], [-0.026, -0.232, 0.065], [0.086, -0.133, -0.261], [-0.203, -0.257, 0.092], [0.508, -0.385, -0.070], [-0.638, -0.417, 0.732], [-0.500, -0.212, -0.328], [1.605, 0.791, -1.233], [-0.637, 0.987, 0.294], [1.840, -0.447, 0.801], [-0.803, 0.625, -1.445], [0.493, 0.609, -1.111], [-0.103, -0.084, 0.220], [-0.076, -0.803, 0.639], [-0.237, -0.515, 0.061], [0.007, 0.121, 0.092], [0.421, 0.021, 0.018], [-0.418, 0.520, 0.203], [-0.369, -0.985, 0.435], [-0.020, 0.128, -0.104], [1.285, -0.886, 0.602], [1.714, 2.862, -1.359], [-1.058, -0.350, -0.159], [-1.484, -1.913, 1.261], [-0.847, -0.407, 0.604], [0.091, 0.568, 0.499], [-0.542, 0.296, -0.742], [0.999, -0.802, 0.227], [0.014, 0.120, 0.017], [0.320, -0.163, 0.214], [-0.315, 0.036, -0.498], [-0.124, 0.391, -0.503]],
  "mulliken_charge": [1.592, -1.290, 0.336, -0.744, 0.366, 0.300, 0.328, -0.121, 0.244, -0.871, 0.280, 0.828, 0.538, -1.110, 0.244, -0.300, -0.231, -0.049, 2.767, -0.997, 0.207, 0.221, 0.123, -1.046, -0.940, -0.194, -0.627, 0.195, 0.437, -0.600, 0.269, 0.277, -0.663, 0.341, 0.316, -0.625, 0.308, 0.318, -0.653, 0.453, 0.315, -0.595, 0.223, 0.289, -0.744, 0.333, 0.187, -0.549, 0.285, 0.305, -1.697, 1.443, -1.301, -0.706, -1.163, 1.732, 0.211, -0.438, -1.923, -1.583, -2.008, 0.141, 0.600, 0.504, 0.411, 0.439, 0.301, 0.499, 0.320, 0.464, 0.376, 0.397, 0.480, 0.201, 0.392, 0.374, -0.116, 0.537, 0.369, 0.403, -1.200, 0.795, -1.515, -0.568, 0.227, 0.129, 0.574, 0.249, 0.367, 0.393, 0.315, 0.339, -0.697, 0.120, -0.659, -0.583, 0.371, 0.392, -0.233, 0.380, 0.259, -0.276, 0.524, 0.365]
}